Record 1
{"formula": "C21H66O21", "method": "ωB97M-V/def2-TZVPD", "elements": ["O", "C", "C", "O", "H", "H", "H", "H", "H", "H", "O", "C", "C", "O", "H", "H", "H", "H", "H", "H", "O", "C", "C", "O", "H", "H", "H", "H", "H", "H", "O", "C", "C", "O", "H", "H", "H", "H", "H", "H", "O", "C", "C", "O", "H", "H", "H", "H", "H", "H", "O", "C", "C", "O", "H", "H", "H", "H", "H", "H", "O", "C", "C", "O", "H", "H", "H", "H", "H", "H", "O", "C", "C", "O", "H", "H", "H", "H", "H", "H", "O", "C", "C", "O", "H", "H", "H", "H", "H", "H", "C", "O", "H", "H", "H", "H", "C", "O", "H", "H", "H", "H", "C", "O", "H", "H", "H", "H"], "xyz": [[12.0164, -9.3783, 22.1812], [11.2164, -10.4954, 22.5774], [9.7515, -10.1333, 23.0195], [9.7339, -9.3055, 24.1633], [11.5659, -8.9384, 21.4565], [11.2775, -11.2746, 21.8177], [11.7868, -10.9195, 23.4038], [9.2258, -11.0722, 23.1931], [9.1185, -9.5783, 22.3272], [9.9695, -8.4387, 23.8247], [11.5768, -14.3142, 30.9342], [10.9585, -13.0895, 31.3054], [11.8614, -12.0514, 30.7257], [12.0920, -11.9313, 29.2678], [11.1002, -14.8089, 30.2635], [9.9547, -13.0484, 30.8825], [10.8770, -12.9983, 32.3885], [12.8249, -12.2609, 31.1903], [11.4851, -11.0445, 30.9060], [11.3352, -11.7612, 28.7021], [14.4134, -4.9784, 14.3133], [15.6241, -5.6413, 14.8093], [15.3851, -7.1063, 15.2687], [14.0648, -7.0948, 15.8506], [14.5734, -4.0412, 14.4467], [16.3744, -5.6543, 14.0187], [15.9187, -4.9714, 15.6171], [16.2027, -7.5086, 15.8669], [15.2074, -7.9137, 14.5584], [13.5827, -6.3659, 15.4534], [3.7089, -9.0648, 27.5816], [3.9466, -10.0228, 28.6256], [4.4929, -9.3990, 29.8375], [5.8648, -8.9909, 29.6443], [2.9458, -9.4812, 27.1742], [3.0489, -10.5799, 28.8937], [4.6234, -10.6547, 28.0506], [4.3387, -10.1153, 30.6445], [4.0209, -8.4287, 29.9916], [6.0869, -8.6527, 28.7737], [5.7853, -16.8511, 29.5119], [5.7547, -17.3142, 28.1831], [7.0297, -17.0271, 27.4067], [8.0694, -17.7644, 28.1174], [4.9952, -17.0392, 30.0237], [5.6332, -18.3959, 28.1264], [4.8661, -16.8363, 27.7707], [7.2143, -15.9614, 27.5415], [6.9351, -17.2472, 26.3433], [7.6206, -17.9287, 28.9499], [2.6922, -15.8827, 21.5283], [2.6534, -15.4746, 20.2081], [3.9395, -14.6733, 20.0013], [5.1605, -15.4049, 20.2943], [3.3953, -16.5339, 21.5852], [2.4543, -16.2726, 19.4928], [1.7648, -14.9018, 19.9427], [3.8290, -13.7396, 20.5529], [4.0006, -14.1827, 19.0299], [5.6507, -15.2156, 19.4909], [9.9054, -3.8775, 22.1504], [10.7409, -3.0891, 22.9425], [11.6807, -2.3582, 22.0529], [10.9260, -1.9608, 20.9057], [9.0853, -3.9414, 22.6453], [10.1460, -2.3643, 23.4983], [11.3021, -3.7048, 23.6453], [12.4688, -3.0460, 21.7465], [12.1800, -1.5141, 22.5286], [10.0213, -2.1805, 21.1401], [18.1895, -13.6172, 14.9527], [16.9595, -14.2220, 15.3601], [16.8692, -14.1969, 16.9083], [15.6600, -14.8764, 17.2864], [18.7171, -14.3011, 14.5339], [16.3563, -13.4932, 14.8187], [16.9226, -15.1897, 14.8600], [16.8731, -13.1698, 17.2734], [17.7449, -14.7905, 17.1708], [15.7770, -15.1032, 18.2118], [6.4046, -7.1472, 16.1346], [5.7167, -6.1282, 16.8398], [5.4505, -5.0363, 15.6852], [4.5266, -4.0690, 16.1271], [7.3037, -6.8111, 16.1153], [4.7556, -6.4515, 17.2398], [6.4070, -5.9994, 17.6734], [5.0504, -5.4951, 14.7810], [6.3176, -4.4684, 15.3480], [3.8197, -4.0425, 15.4780], [8.7774, -13.9587, 14.9416], [9.1310, -14.1357, 16.2616], [9.3453, -13.1841, 14.4262], [8.9608, -14.8385, 14.3249], [7.7068, -13.7549, 14.9646], [9.9852, -14.5729, 16.2915], [17.9312, -9.2861, 25.0740], [18.8871, -8.3231, 25.5594], [16.9367, -8.9748, 25.3936], [17.9084, -9.3570, 23.9866], [18.3271, -10.1721, 25.5702], [19.3139, -7.9990, 24.7629], [12.6312, -17.3359, 23.5506], [13.6569, -16.3706, 23.3507], [11.8215, -16.8542, 24.0988], [12.3649, -17.8554, 22.6302], [12.9755, -17.9398, 24.3902], [13.9951, -16.1165, 24.2125]], "forces_ev_per_a": [[-0.52, 0.06, 0.16], [-0.20, 0.43, 0.13], [0.89, -0.25, -0.33], [0.16, -0.22, 0.47], [0.05, 0.07, -0.21], [-0.55, 0.00, -0.34], [-0.44, 0.09, 0.40], [0.02, 0.01, 0.45], [0.44, -0.35, -1.06], [0.15, 0.17, 0.32], [0.15, -0.93, 0.71], [-0.27, -0.83, -1.92], [-0.32, 2.17, -1.29], [0.74, -1.44, 0.98], [-0.21, 0.31, 0.08], [-0.21, 0.15, 0.07], [0.22, 0.02, 0.03], [0.19, 0.48, -0.44], [0.18, 0.06, 1.11], [-0.50, 0.00, 0.65], [0.54, -1.11, -0.02], [0.04, -0.03, -0.66], [-2.45, 0.73, -0.59], [0.61, -0.56, 1.60], [-0.17, 0.01, -0.05], [0.16, 0.23, -0.01], [0.58, -0.68, 0.35], [-0.29, 0.56, 0.81], [0.91, 0.61, -1.27], [0.06, 0.24, -0.17], [-1.14, 0.26, 0.40], [0.09, -0.40, -1.61], [1.31, 1.48, -1.07], [0.56, -0.97, 1.30], [-0.09, 0.65, -0.73], [-0.25, 0.02, -0.15], [0.46, -0.95, 1.23], [0.75, 0.40, 0.37], [-0.95, -0.39, 0.47], [-0.73, -0.09, -0.21], [1.55, 0.34, 0.80], [-1.67, -0.23, -1.03], [0.07, 0.55, 2.18], [-0.67, 0.42, -1.23], [-0.09, -0.26, -0.44], [-0.27, -0.27, 0.20], [0.08, -0.14, -0.86], [0.31, 0.20, -0.32], [0.18, -0.42, 0.21], [0.52, -0.18, 0.49], [-0.89, -0.65, 0.96], [0.73, 0.48, -1.27], [-0.51, 0.88, -0.83], [-1.35, 0.79, -0.50], [0.14, -0.06, 0.17], [0.91, -0.74, -0.02], [0.04, 0.82, 0.88], [0.32, -0.34, 1.16], [0.02, -0.75, -0.75], [0.60, -0.44, 0.20], [-0.92, -0.64, -0.07], [0.53, 0.32, 1.45], [0.16, -0.16, -1.31], [0.80, 0.75, 0.27], [-0.17, -0.36, -0.20], [-0.11, 0.10, 0.23], [0.02, -0.01, 0.25], [0.09, -0.04, -0.31], [-0.23, 0.13, 0.17], [-0.18, -0.10, -0.47], [1.44, -0.32, 0.24], [0.32, 1.70, -0.67], [-0.66, -1.13, -1.90], [0.61, 0.31, 0.05], [0.27, 0.18, 0.11], [-1.55, -0.63, 0.66], [-0.62, -0.26, 0.67], [0.29, -0.07, 0.03], [0.14, 0.30, 0.70], [-0.27, -0.09, 0.12], [-0.01, -1.04, -0.27], [0.32, 0.62, -2.05], [0.04, 0.10, 1.57], [-0.74, 0.45, 0.18], [0.19, -0.42, -0.26], [0.03, -0.25, -0.27], [-0.52, 1.58, 0.27], [0.15, -0.79, 0.30], [0.65, -0.44, 0.32], [-0.11, 0.19, 0.22], [-0.47, -0.10, -1.24], [0.68, -0.30, 1.28], [-0.16, 0.54, 0.18], [-0.24, -0.41, 0.05], [0.10, 0.22, -0.45], [0.08, 0.05, 0.18], [0.67, 0.33, 0.90], [-0.15, 0.51, -0.95], [-0.01, -0.36, 0.20], [0.23, -0.19, 0.03], [-1.01, -0.65, -0.46], [0.27, 0.35, 0.27], [0.50, 0.73, 2.11], [0.18, 0.20, -0.86], [-0.89, 0.18, -0.91], [0.09, 0.15, 0.32], [0.14, -1.26, -0.60], [-0.02, 0.01, -0.05]], "lowdin_charge": [-0.08, -0.22, -0.24, -0.07, 0.08, 0.11, 0.12, 0.11, 0.11, 0.08, -0.07, -0.25, -0.22, -0.09, 0.09, 0.12, 0.12, 0.12, 0.11, 0.07, -0.09, -0.19, -0.20, -0.10, 0.08, 0.11, 0.12, 0.11, 0.11, 0.05, -0.08, -0.27, -0.23, -0.08, 0.08, 0.12, 0.13, 0.12, 0.12, 0.08, -0.06, -0.28, -0.20, -0.07, 0.09, 0.12, 0.12, 0.11, 0.12, 0.06, -0.04, -0.28, -0.23, -0.06, 0.09, 0.11, 0.12, 0.11, 0.11, 0.08, -0.05, -0.28, -0.24, -0.07, 0.10, 0.12, 0.12, 0.12, 0.12, 0.06, -0.10, -0.23, -0.22, -0.08, 0.08, 0.12, 0.12, 0.12, 0.12, 0.08, -0.10, -0.20, -0.23, -0.09, 0.08, 0.11, 0.11, 0.11, 0.11, 0.08, -0.20, -0.11, 0.08, 0.07, 0.08, 0.08, -0.14, -0.14, 0.07, 0.08, 0.08, 0.06, -0.16, -0.14, 0.07, 0.09, 0.07, 0.07], "de_lowest_ev": 7.756, "total_energy_ev": -65832.75480, "molar_mass_g_mol": 654.7, "homo_energy_ev": -9.830}


Record 2
{"formula": "C10H11BrN4O2STi", "method": "ωB97M-V/def2-TZVPD", "elements": ["Ti", "C", "C", "N", "O", "C", "C", "N", "O", "H", "H", "H", "H", "H", "H", "H", "S", "C", "N", "Br", "C", "C", "C", "C", "N", "C", "H", "H", "H", "H"], "xyz": [[-0.4135, -0.2004, 1.0688], [1.5749, -3.7835, -0.2883], [0.6589, -2.6433, -0.0233], [1.0727, -1.4516, 0.3924], [2.4191, -1.2150, 0.5611], [-0.7679, -2.6774, -0.0921], [-1.6442, -3.8670, -0.0680], [-1.2248, -1.3982, -0.1347], [-2.1368, -0.8663, 0.8093], [2.4991, -3.4392, -0.7523], [1.1141, -4.5030, -0.9611], [1.8245, -4.3089, 0.6380], [2.8082, -1.9749, 1.0231], [-1.0734, -4.7880, 0.0200], [-2.2547, -3.9081, -0.9722], [-2.3307, -3.7978, 0.7800], [1.0218, 2.0351, 4.1529], [0.4740, 0.7165, 3.4915], [0.0864, -0.2885, 2.9533], [-2.8482, 4.7764, -0.4708], [-1.2762, 3.8041, -0.2105], [-0.0275, 4.4017, -0.3118], [1.1098, 3.6352, -0.1172], [0.9707, 2.2965, 0.1832], [-0.2410, 1.7265, 0.2882], [-1.3517, 2.4573, 0.0898], [0.0534, 5.4562, -0.5393], [2.0961, 4.0689, -0.1923], [1.8290, 1.6573, 0.3539], [-2.3013, 1.9451, 0.1762]], "forces_ev_per_a": [[-0.28, -0.14, 0.07], [0.03, -0.10, -0.07], [-0.07, 0.05, -0.02], [0.01, -0.08, 0.11], [0.02, -0.05, -0.02], [-0.03, 0.22, -0.11], [-0.04, -0.06, 0.04], [-0.30, 0.02, 0.56], [0.61, -0.29, -0.52], [0.00, 0.04, 0.03], [-0.05, 0.01, 0.04], [0.03, 0.02, 0.00], [0.01, 0.04, 0.00], [0.00, 0.01, -0.01], [0.00, 0.01, 0.00], [-0.01, 0.03, -0.01], [-0.09, -0.09, 0.04], [0.27, 0.10, 0.08], [-0.09, 0.12, -0.27], [-0.07, 0.06, -0.02], [0.05, -0.13, -0.01], [0.02, 0.07, -0.01], [0.02, -0.09, 0.00], [-0.03, 0.03, 0.03], [-0.05, 0.12, 0.05], [0.09, 0.05, 0.00], [-0.02, 0.00, -0.01], [-0.01, 0.01, 0.00], [0.01, 0.00, 0.01], [-0.03, 0.02, 0.00]], "lowdin_charge": [1.11, 0.01, -0.24, -0.12, 0.00, -0.25, 0.01, -0.14, -0.20, 0.10, 0.10, 0.11, 0.12, 0.09, 0.11, 0.11, 0.72, -0.95, -0.07, 0.86, -0.66, -0.05, -0.01, -0.09, -0.06, -0.13, 0.12, 0.13, 0.13, 0.12], "s2": 0.78, "charge": 1, "spin_multiplicity": 2, "total_energy_ev": -124589.17679, "molar_mass_g_mol": 379.1, "homo_energy_ev": [-11.470, -12.272]}


Record 3
{"formula": "C3H12N2O", "method": "ωB97M-V/def2-TZVPD", "elements": ["C", "N", "C", "C", "N", "H", "H", "H", "H", "H", "H", "H", "H", "H", "H", "O", "H", "H"], "xyz": [[-1.2258, 1.1559, 0.8666], [-1.7139, -0.2792, 0.8482], [-0.9215, -1.1455, 0.0774], [0.6419, -0.9902, 0.2475], [1.5314, -1.6476, -0.6413], [-2.1130, 1.8104, 0.5132], [-1.0848, 1.4574, 1.9328], [-0.3479, 1.4450, 0.3055], [-1.9234, -0.5752, 1.8285], [-1.1785, -0.8104, -0.9946], [-1.2056, -2.1945, 0.3362], [0.7877, -1.0033, 1.2683], [0.9770, 0.0954, 0.2282], [2.3440, -1.1784, -0.9858], [1.2025, -2.4830, -1.0742], [1.3727, 1.8360, -1.4384], [1.2596, 1.8023, -2.3691], [1.5974, 2.7048, -0.9489]], "forces_ev_per_a": [[-3.11, 0.63, 1.14], [-0.02, 2.06, 2.32], [1.37, -0.26, -2.37], [-0.58, 3.27, -1.13], [-0.45, -0.87, 0.47], [1.46, -0.83, 0.33], [0.14, -0.13, -0.76], [0.01, -0.56, -0.26], [0.65, 0.19, -1.38], [0.48, -1.32, 1.00], [0.12, 0.65, -0.74], [0.74, -1.84, 2.87], [-0.98, -0.83, -0.94], [-0.22, -0.02, -0.21], [0.32, -0.22, -0.29], [0.63, 0.97, 3.44], [0.07, 1.09, -1.09], [-0.63, -1.97, -2.40]], "lowdin_charge": [-0.12, -0.15, -0.27, -0.32, 0.01, 0.09, 0.08, 0.02, 0.11, 0.13, 0.12, 0.07, 0.08, 0.06, 0.06, -0.08, 0.02, 0.10], "de_lowest_ev": 2.118, "total_energy_ev": -8331.20390, "molar_mass_g_mol": 92.1, "homo_energy_ev": -7.900}


Record 4
{"formula": "CH3F3N2P", "method": "ωB97M-V/def2-TZVPD", "elements": ["N", "P", "F", "F", "C", "N", "F", "H", "H", "H"], "xyz": [[-0.2882, 2.6963, 0.2521], [-0.1350, 1.1982, -0.2162], [1.0941, 0.9392, -1.3083], [-1.2753, 0.4033, -1.1606], [0.3744, -0.7718, 0.4598], [-0.0281, -1.8998, -0.0574], [1.2198, -0.7263, 1.4178], [-0.5554, 2.9149, 1.1581], [-0.7326, -1.9391, -0.8776], [0.3264, -2.8148, 0.3322]], "forces_ev_per_a": [[1.21, -4.86, -3.00], [0.62, -1.41, -3.69], [-2.42, 1.13, 2.25], [1.72, 2.00, 1.87], [-1.31, 1.55, -0.78], [-0.20, 0.15, -0.13], [0.08, -0.86, 0.03], [-0.83, 0.72, 2.20], [1.52, 0.38, 1.82], [-0.39, 1.20, -0.56]], "lowdin_charge": [-0.05, 0.87, -0.17, -0.21, -0.25, 0.24, 0.18, 0.00, 0.20, 0.19], "de_lowest_ev": 3.116, "charge": 1, "total_energy_ev": -21499.09500, "molar_mass_g_mol": 131.0, "homo_energy_ev": -16.066}